1.
Here is 2 unconnected molecules or ions with the total composition C4H9NO2 from the Open Molecules 2025 dataset. Energies are from ωB97M-V/def2-TZVPD.

Last column: Mulliken charge in e.
Geometry (Å):
C -1.38 0.07 -0.43  0.268
C -2.26 -0.08 0.75  -1.001
C 2.19 -0.67 -0.41  -1.044
C 1.27 0.41 0.08  0.033
O -1.43 1.16 -1.08  0.030
O -0.48 1.33 -2.02  -0.634
N 0.96 0.67 1.28  -0.594
H 0.87 1.11 -0.74  0.539
H -0.94 -0.82 -0.90  0.413
H 1.32 -0.01 1.95  0.209
H -3.05 -0.81 0.57  0.312
H -1.67 -0.44 1.59  0.272
H -2.68 0.88 1.03  0.310
H 1.71 -1.22 -1.22  0.253
H 2.47 -1.36 0.39  0.349
H 3.09 -0.22 -0.83  0.285

E_HOMO ... -8.948 eV
Total charge ... 0
E_LUMO ... -0.063 eV


2.
Here is 2 unconnected molecules or ions with the total composition C2H4ClN from the Open Molecules 2025 dataset. Energies are from ωB97M-V/def2-TZVPD.

Last column: Mulliken charge in e.
Geometry (Å):
C 1.50 0.04 0.30  -0.066
C -1.32 0.13 -0.13  -0.645
N 2.22 -0.84 -0.01  -0.230
Cl -3.06 -0.18 -0.07  -0.214
H -0.69 -0.39 0.65  0.243
H -1.25 1.10 0.14  0.344
H -0.84 -0.20 -1.08  0.280
H 2.49 -1.69 -0.47  0.289

E_HOMO ... -10.449 eV
Total charge ... 0
E_LUMO ... 0.929 eV


3.
Here is 2 unconnected molecules or ions with the total composition C4H9N4O from the Open Molecules 2025 dataset. Energies are from ωB97M-V/def2-TZVPD.

Last column: Mulliken charge in e.
Geometry (Å):
C -2.64 0.56 0.97  0.609
C 0.94 1.15 -0.04  0.159
C -0.46 -0.67 -0.72  0.432
C -0.46 -2.20 -0.58  -1.218
N -0.87 -0.04 -1.68  -0.566
N 1.82 1.78 0.68  -0.311
N -2.58 -0.58 1.32  -0.435
N 0.21 0.09 0.29  -0.117
O -2.42 1.61 0.57  -0.373
H -0.51 -2.41 0.53  0.282
H 0.20 -2.77 -1.18  0.393
H -1.32 -2.65 -1.08  0.373
H -1.21 -0.59 -2.41  0.255
H 2.39 2.56 0.32  0.279
H 1.79 1.49 1.73  0.297
H -3.30 -1.20 1.61  0.255
H 0.89 1.36 -1.10  0.404
H 0.07 -0.34 1.17  0.283

E_HOMO ... -14.419 eV
Total charge ... +1
E_LUMO ... -3.694 eV


4.
Here is a molecular structure, C44H24CrN11O2 from the Open Molecules 2025 dataset. Energies are from ωB97M-V/def2-TZVPD.

Last column: Mulliken charge in e.
Geometry (Å):
Cr -0.21 -0.13 0.07  -0.646
C -5.90 3.09 -1.14  -0.906
C -5.77 3.37 0.16  -0.448
C -4.75 2.85 0.94  -0.173
C -3.94 1.87 0.36  0.629
C -2.82 1.13 0.92  -0.476
N -2.52 1.31 2.23  -0.557
C -1.40 0.82 2.80  -0.408
C -1.19 0.70 4.23  0.318
C -2.03 0.91 5.27  -0.175
C -1.49 0.54 6.51  -0.584
C -0.16 0.09 6.64  -0.593
C 0.67 -0.15 5.56  -0.560
C 0.15 0.22 4.30  0.724
C 0.73 0.28 3.00  -0.596
N 2.03 0.09 2.81  -0.539
C 2.55 0.00 1.59  -0.591
N 1.89 -0.06 0.41  0.715
C 2.89 -0.34 -0.55  -0.122
N 2.77 -0.75 -1.84  -1.667
C 0.49 -1.47 -2.30  1.981
N -0.72 -0.99 -1.65  -0.041
C -1.59 -0.61 -2.61  -0.103
N -2.70 0.18 -2.44  -0.638
C -2.89 0.65 -1.27  -0.563
N -2.23 0.38 -0.07  0.441
C -3.94 1.62 -1.03  0.252
C -4.98 2.16 -1.75  0.115
C -1.20 -1.11 -3.93  0.349
C -1.82 -1.09 -5.20  0.001
C -1.11 -1.62 -6.24  -0.932
C 0.02 -2.43 -5.99  -0.711
C 0.56 -2.54 -4.72  -0.817
C -0.01 -1.85 -3.69  -0.309
C 4.21 -0.28 0.10  0.438
C 5.42 -0.65 -0.39  -0.469
C 6.48 -0.77 0.50  -0.592
C 6.33 -0.52 1.86  -0.573
C 5.01 -0.25 2.38  -0.551
C 4.00 -0.05 1.44  0.149
N -0.25 0.58 2.09  0.588
H -6.80 3.35 -1.72  0.293
H -6.47 4.06 0.65  0.346
H -4.39 3.14 1.97  0.347
H -2.96 1.48 5.25  0.406
H -2.07 0.70 7.45  0.315
H 0.20 -0.20 7.62  0.368
H 1.68 -0.51 5.66  0.466
H -5.09 1.88 -2.73  0.661
H -2.83 -0.70 -5.29  0.505
H -1.43 -1.45 -7.21  0.504
H 0.36 -3.07 -6.82  0.347
H 1.46 -3.12 -4.59  0.516
H 5.58 -0.87 -1.44  0.438
H 7.43 -1.05 0.17  0.445
H 7.27 -0.45 2.40  0.380
H 4.85 -0.12 3.48  0.377
O 1.74 -3.58 -2.09  -0.661
C 1.00 -2.79 -1.57  -0.945
N 1.50 -0.48 -2.26  1.605
C 1.28 0.80 -3.04  -0.510
O 1.38 0.83 -4.25  -0.586
C 1.00 1.98 -2.17  0.912
C 1.33 3.21 -2.67  -0.733
C 0.95 4.35 -2.04  -0.479
C 0.21 4.24 -0.86  -1.040
C -0.09 3.00 -0.32  -0.086
N 0.30 1.88 -0.97  1.107
C 0.47 -3.15 -0.17  0.768
C 0.74 -4.42 0.30  -1.013
C 0.18 -4.81 1.53  -0.443
C -0.59 -3.94 2.26  -1.171
C -0.72 -2.61 1.80  -0.110
N -0.19 -2.20 0.65  1.065
H 2.06 3.15 -3.53  0.345
H 1.25 5.33 -2.44  0.385
H 0.04 5.10 -0.21  0.402
H -0.53 2.95 0.67  0.275
H 1.24 -5.16 -0.34  0.431
H 0.29 -5.83 1.88  0.397
H -0.93 -4.21 3.30  0.362
H -1.30 -1.91 2.32  0.652

Spin multiplicity ... 5
E_HOMO (spin up / spin down) ... -2.354 / -2.919 eV
Total charge ... -1
<S²> ... 6.310
E_LUMO (spin up / spin down) ... 1.581 / 1.556 eV


5.
Here is 5 unconnected molecules or ions with the total composition C16H23NO12 from the Open Molecules 2025 dataset. Energies are from ωB97M-V/def2-TZVPD.

Last column: Mulliken charge in e.
Geometry (Å):
C 4.71 1.44 -1.95  -0.249
C 3.85 0.98 -3.13  -0.347
O 2.52 0.94 -2.61  -0.367
C 2.50 1.60 -1.43  0.711
O 1.49 1.96 -0.80  -0.486
O 3.73 1.75 -1.02  -0.315
H 5.24 2.31 -2.34  0.255
H 5.41 0.65 -1.70  0.318
H 4.15 0.00 -3.51  0.271
H 3.93 1.68 -3.96  0.245
C 1.89 4.00 2.74  -0.302
C 1.06 4.28 1.57  0.369
O 1.13 5.68 1.45  -0.344
C 1.89 6.23 2.34  0.672
O 2.09 7.39 2.47  -0.538
O 2.55 5.18 2.91  -0.394
H 2.71 3.28 2.68  0.234
H 1.35 3.83 3.67  0.246
H 0.05 3.89 1.70  0.100
H 1.60 3.82 0.75  -0.062
C 1.21 -2.93 -0.43  -0.364
C 1.56 -2.62 -1.92  -0.096
O 0.32 -3.05 -2.59  -0.431
C -0.68 -3.25 -1.72  0.752
O -1.85 -3.34 -1.96  -0.538
O -0.14 -3.26 -0.51  -0.265
H 1.21 -2.03 0.20  0.236
H 1.79 -3.76 -0.03  0.285
H 2.31 -3.35 -2.22  0.352
H 1.69 -1.54 -1.98  0.093
C -4.66 -3.68 0.74  -0.295
C -3.68 -4.85 0.94  -0.328
O -2.61 -4.21 1.58  -0.319
C -2.84 -2.85 1.77  0.736
O -2.10 -2.09 2.37  -0.558
O -4.09 -2.55 1.40  -0.346
H -5.61 -4.03 1.14  0.290
H -4.69 -3.40 -0.31  0.278
H -3.45 -5.37 0.01  0.244
H -4.05 -5.59 1.64  0.312
C -1.11 0.95 1.22  -1.528
C -1.27 0.24 -0.05  0.340
C -2.71 -0.01 -0.60  0.486
C -3.49 1.23 -0.59  -0.029
N -4.09 2.23 -0.51  -0.513
H -0.09 0.87 1.61  0.396
H -1.65 0.49 2.05  0.362
H -1.60 1.93 1.19  0.402
H -0.78 -0.72 0.12  -0.454
H -0.65 0.79 -0.77  0.370
H -3.23 -0.76 0.00  -0.323
H -2.79 -0.38 -1.62  0.436

E_HOMO ... -10.466 eV
Structure (SMILES) ... O=C1OCCO1.O=C1OCCO1.O=C1OCCO1.O=C1OCCO1.CCCC#N
Total charge ... 0
E_LUMO ... -0.081 eV


6.
Here is C2H9N5O in the gas phase from the Open Molecules 2025 dataset. Energies are from ωB97M-V/def2-TZVPD.

Last column: Mulliken charge in e.
Geometry (Å):
C -1.11 1.50 -0.46  -0.897
C 0.31 -0.70 -0.18  0.307
H -1.62 0.91 -1.16  0.432
H -1.74 1.61 0.40  0.305
H -0.95 2.62 -0.80  0.231
H 1.53 0.38 1.14  0.547
H -0.38 -2.49 0.06  0.342
H -2.62 -0.99 -0.11  0.281
H -1.40 -0.21 1.39  0.347
H 2.19 0.28 -0.97  0.273
H 3.29 -0.89 -0.34  0.307
N 0.18 0.83 -0.31  -0.167
N -0.78 -1.54 -0.28  -0.124
N -1.69 -1.11 0.65  -0.654
N 1.45 -1.21 0.07  -0.566
N 2.51 -0.21 -0.07  -0.485
O 0.81 1.23 0.98  -0.480

E_HOMO ... -8.854 eV
Structure (SMILES) ... CN(O)/C(=N\N)NN
Total charge ... 0
E_LUMO ... 0.810 eV


7.
Here is 3 unconnected molecules or ions with the total composition C8H19NO from the Open Molecules 2025 dataset. Energies are from ωB97M-V/def2-TZVPD.

Last column: Mulliken charge in e.
Geometry (Å):
C 1.54 -0.35 0.04  1.298
C 2.04 -1.47 0.92  -1.711
C 1.93 1.03 0.53  -1.554
C -0.97 -0.80 1.50  -1.599
C -0.49 -0.91 0.08  1.394
N 1.79 -0.51 -1.37  -0.635
O -0.60 -1.92 -0.61  -0.714
H 2.78 -0.41 -1.61  0.270
H 1.47 -1.42 -1.69  0.265
H 1.80 -1.31 1.98  0.328
H 3.13 -1.54 0.84  0.438
H 1.62 -2.43 0.61  0.360
H 3.03 1.12 0.54  0.420
H 1.55 1.81 -0.13  0.443
H 1.58 1.20 1.54  0.283
H -0.63 0.12 1.99  0.319
H -2.06 -0.82 1.52  0.340
H -0.61 -1.66 2.06  0.447
C -1.23 0.77 -0.90  0.370
C -2.40 0.10 -1.57  -1.384
C -1.59 1.89 0.05  -1.306
H -0.49 1.08 -1.64  0.378
H 0.05 0.08 -0.32  -0.506
H -3.15 -0.22 -0.84  0.290
H -0.73 2.30 0.57  0.296
H -2.89 0.79 -2.27  0.422
H -2.08 -0.79 -2.13  0.355
H -2.32 1.56 0.80  0.268
H -2.06 2.72 -0.50  0.425

E_HOMO ... -7.360 eV
Total charge ... 0
E_LUMO ... 0.845 eV


Molecular weight
In order: 103.1, 77.5, 129.1, 790.7, 421.4, 119.1, 145.2
Unit: g/mol
E_tot
In order: -9873.66185, -16149.46136, -12294.82511, -94926.63093, -43023.12652, -11710.91944, -12138.20107
Unit: eV